(A)
Here is 6 unconnected molecules or ions with the total composition C2H16NO5 from OMol25. Energies are from ωB97M-V/def2-TZVPD.

Output
Highest occupied orbital energy, Ha: -0.540
HOMO-LUMO gap, hartree: 0.4142

The geometry in ORCA input format:
```
! RIJCOSX wB97M-V def2-TZVPD def2/J DEFGRID3
* xyz 1 1
C 0.186 0.547 -1.928
C -0.733 -1.632 -1.627
N -0.859 -0.378 -1.519
H 0.880 0.056 -2.598
H 0.800 1.001 -1.138
H -0.323 1.481 -2.186
H 0.006 -2.142 -2.230
H -1.333 -2.286 -1.035
H -1.575 0.072 -0.942
H 1.076 -2.129 0.533
H 1.842 -0.829 0.345
O 1.171 -1.403 -0.091
H -1.149 1.473 0.833
H -2.535 1.860 0.434
O -1.673 1.668 0.039
H -0.391 2.706 2.331
H 0.529 2.471 1.160
O 0.491 2.379 2.117
H -2.252 -2.832 1.245
H -1.744 -1.613 1.884
O -1.916 -1.959 0.998
H 3.827 0.276 0.718
H 2.784 0.868 1.727
O 2.890 0.346 0.929
*
```

Atom charges from the Löwdin analysis, given in e for atoms 1 to 5: C -0.03; C 0.12; N -0.01; H 0.11; H 0.09

---

(B)
Here is 5 unconnected molecules or ions with the total composition C2H16NO5 from OMol25. Energies are from ωB97M-V/def2-TZVPD.

Output
Highest occupied orbital energy, Ha: -0.522
HOMO-LUMO gap, hartree: 0.4106

The geometry in ORCA input format:
```
! RIJCOSX wB97M-V def2-TZVPD def2/J DEFGRID3
* xyz 1 1
C -2.149 -0.778 0.786
O -1.542 -1.800 1.602
C -0.927 -0.099 0.115
N 0.143 0.109 1.171
H -2.647 -0.148 1.509
H -2.785 -1.241 0.030
H -2.098 -2.186 2.290
H -0.491 -0.723 -0.678
H -1.242 0.846 -0.310
H 1.019 -0.289 0.785
H -0.092 -0.583 1.917
H 0.144 1.067 1.465
H 1.037 3.642 0.664
H 0.884 3.198 2.153
O 0.854 2.898 1.238
H 2.730 -0.835 -0.905
H 2.005 0.405 -1.397
O 1.847 -0.459 -0.945
H -1.501 -2.810 -2.528
H -0.935 -3.693 -1.386
O -1.735 -3.307 -1.741
H 2.666 2.354 -1.175
H 2.215 2.532 -2.633
O 2.598 1.902 -2.026
*
```

Atom charges from the Löwdin analysis, given in e for atoms 1 to 5: C -0.18; O -0.10; C -0.11; N 0.17; H 0.12

---

It turns out (B) is the most stable, with the second structure 0.915 eV higher.

---

(A)
Here is a molecular structure, C14H14ClNO2V from OMol25. Energies are from ωB97M-V/def2-TZVPD.

Output
Highest occupied orbital energy (alpha / beta), Ha: -0.623 / -0.629
HOMO-LUMO gap (alpha / beta), hartree: 0.1987 / 0.2508
⟨S²⟩: 1.207

The geometry in ORCA input format:
```
! RIJCOSX wB97M-V def2-TZVPD def2/J DEFGRID3
* xyz 2 2
Cl 2.656 -2.429 2.503
C 1.836 -0.422 -1.309
C 0.680 -1.041 -1.871
C 0.655 -2.417 -1.478
H -0.053 -0.571 -2.498
C 1.797 -2.629 -0.605
C 2.557 -1.397 -0.543
H 3.416 -1.246 0.118
H 2.114 0.607 -1.430
H -0.124 -3.166 -1.674
C 2.150 -3.904 0.051
V 0.539 -1.191 0.364
C -1.033 -2.071 0.830
O -2.079 -2.266 1.308
C 1.386 -0.680 2.098
O 1.327 -0.029 3.073
H 1.291 -4.537 0.253
H 2.645 -3.717 1.039
H 2.856 -4.404 -0.602
C -2.862 4.380 -0.029
C -2.038 3.118 0.026
C -2.506 1.906 -0.513
C -1.744 0.746 -0.426
N -0.550 0.675 0.228
C -0.042 1.873 0.624
C -0.754 3.066 0.584
H -3.111 4.684 -1.051
H -3.814 4.283 0.502
H -2.338 5.220 0.429
H -3.471 1.864 -1.032
H -2.085 -0.166 -0.915
H 0.982 1.885 0.984
H -0.284 3.974 0.962
*
```

Atom charges from the Löwdin analysis, given in e for atoms 1 to 5: Cl 0.53; C -0.04; C -0.07; C -0.03; H 0.14

---

(B)
Here is a molecular structure, C14H14ClNO2V from OMol25. Energies are from ωB97M-V/def2-TZVPD.

Output
Highest occupied orbital energy (alpha / beta), Ha: -0.584 / -0.583
HOMO-LUMO gap (alpha / beta), hartree: 0.1981 / 0.2061
⟨S²⟩: 0.778

The geometry in ORCA input format:
```
! RIJCOSX wB97M-V def2-TZVPD def2/J DEFGRID3
* xyz 2 2
Cl 0.812 0.958 -2.588
C 0.377 3.081 0.828
C -0.649 2.240 1.420
C -1.627 1.977 0.419
H -0.693 1.888 2.445
C -1.220 2.672 -0.789
C 0.038 3.318 -0.521
H 0.602 3.896 -1.244
H 1.245 3.484 1.340
H -2.569 1.440 0.518
C -1.934 2.637 -2.085
V 0.329 1.102 -0.229
C 1.418 0.465 1.211
C 2.221 0.511 -0.750
O 2.268 -0.003 1.880
O 3.198 -0.042 -1.044
H -2.563 1.740 -2.149
H -1.222 2.586 -2.918
H -2.553 3.525 -2.248
N -0.862 -0.730 -0.313
C -0.219 -1.950 0.150
C -0.504 -2.396 1.445
C 0.204 -3.500 1.936
C 1.187 -4.121 1.152
C 1.431 -3.665 -0.151
C 0.715 -2.579 -0.669
H -1.740 -0.578 0.197
H -1.170 -0.822 -1.292
H -1.266 -1.887 2.053
H -0.036 -3.877 2.931
H 1.727 -4.991 1.539
H 2.169 -4.163 -0.780
H 0.887 -2.217 -1.696
*
```

Atom charges from the Löwdin analysis, given in e for atoms 1 to 5: Cl 0.46; C -0.07; C -0.07; C -0.06; H 0.15

---

It turns out (B) is the most stable, with the second structure 2.588 eV higher.

---

(A)
Here is a gas-phase ion, C10H11N2O (charge -1) from OMol25. Energies are from ωB97M-V/def2-TZVPD.

Output
Highest occupied orbital energy (alpha / beta), Ha: -0.093 / -0.093
HOMO-LUMO gap (alpha / beta), hartree: 0.2309 / 0.2308

The geometry in ORCA input format:
```
! RIJCOSX wB97M-V def2-TZVPD def2/J DEFGRID3
* xyz -1 1
C -3.926 -1.712 1.017
C -0.502 -1.789 0.881
C 0.710 -1.384 0.622
C -1.330 0.070 -0.375
C -0.070 0.454 -0.720
C -1.517 -0.763 0.877
C 0.844 0.046 0.451
C 0.303 1.137 -2.006
C 2.265 0.582 0.453
C -2.944 -0.777 1.464
N -4.455 -2.564 0.502
N 0.191 0.495 1.771
O -0.152 1.720 1.882
H -0.722 -2.804 1.069
H 1.406 -2.119 0.353
H -2.129 0.495 -0.907
H 1.391 1.011 -2.189
H 0.138 2.178 -2.020
H -0.205 0.688 -2.816
H 2.316 1.755 0.440
H 2.648 -0.016 -0.326
H 2.771 0.180 1.395
H -3.303 0.182 1.323
H -2.836 -1.025 2.614
*
```

Atom charges from the Löwdin analysis, given in e for atoms 1 to 5: C -0.28; C -0.13; C -0.13; C -0.04; C -0.21

---

(B)
Here is a gas-phase ion, C10H11N2O (charge -1) from OMol25. Energies are from ωB97M-V/def2-TZVPD.

Output
Highest occupied orbital energy (alpha / beta), Ha: -0.077 / -0.104
HOMO-LUMO gap (alpha / beta), hartree: 0.2003 / 0.2407

The geometry in ORCA input format:
```
! RIJCOSX wB97M-V def2-TZVPD def2/J DEFGRID3
* xyz -1 1
C 2.741 1.381 -0.413
C 3.371 0.162 -0.230
C 1.351 1.599 -0.075
C 2.616 -0.941 0.067
C 0.648 0.520 0.368
C 1.242 -0.746 0.300
C -0.785 0.753 0.681
C -1.637 -0.167 0.036
C -3.075 -0.074 0.361
C -1.410 -0.891 -1.270
N -0.994 1.773 1.483
N 0.423 -1.729 0.883
O 0.417 -2.870 0.336
H 3.285 2.344 -0.474
H 4.450 -0.055 -0.508
H 0.827 2.606 -0.210
H 3.082 -1.869 0.459
H -3.772 0.429 -0.488
H -3.208 0.469 1.312
H -3.474 -1.229 0.297
H -2.418 -0.925 -1.806
H -1.160 -1.998 -1.009
H -0.521 -0.505 -1.826
H -2.000 1.962 1.726
*
```

Atom charges from the Löwdin analysis, given in e for atoms 1 to 5: C -0.11; C -0.15; C -0.04; C -0.06; C -0.19

---

It turns out (B) is the most stable, with the second structure 0.874 eV higher.

---

(A)
Here is a single C3H3FO2 molecule from OMol25. Energies are from ωB97M-V/def2-TZVPD.

Output
Highest occupied orbital energy, Ha: -0.355
HOMO-LUMO gap, hartree: 0.3883

The geometry in ORCA input format:
```
! RIJCOSX wB97M-V def2-TZVPD def2/J DEFGRID3
* xyz 0 1
C -1.628 0.580 0.020
C -0.306 0.670 -0.241
C 1.692 -0.494 -0.092
H -2.311 1.417 0.053
H 0.088 1.657 -0.476
H 1.957 -1.545 -0.057
O 0.373 -0.525 -0.304
O 2.317 0.430 0.343
F -2.200 -0.589 0.227
*
```

Atom charges from the Löwdin analysis, given in e for atoms 1 to 5: C -0.13; C -0.10; C -0.33; H 0.11; H 0.13

---

(B)
Here is a single C3H3FO2 molecule from OMol25. Energies are from ωB97M-V/def2-TZVPD.

Output
Highest occupied orbital energy, Ha: -0.376
HOMO-LUMO gap, hartree: 0.3448

The geometry in ORCA input format:
```
! RIJCOSX wB97M-V def2-TZVPD def2/J DEFGRID3
* xyz 0 1
C 0.943 -0.568 0.085
C 0.103 0.638 -0.155
C -1.370 0.227 0.015
H 0.885 -0.438 1.232
H 0.515 -1.481 -0.408
H -1.938 1.081 0.414
O 0.397 1.803 -0.354
O -1.798 -0.823 -0.471
F 2.262 -0.439 -0.358
*
```

Atom charges from the Löwdin analysis, given in e for atoms 1 to 5: C -0.12; C -0.36; C -0.14; H 0.18; H 0.15

---

(C)
Here is 2 unconnected molecules or ions with the total composition C3H3FO2 from OMol25. Energies are from ωB97M-V/def2-TZVPD.

Output
Highest occupied orbital energy, Ha: -0.355
HOMO-LUMO gap, hartree: 0.3699

The geometry in ORCA input format:
```
! RIJCOSX wB97M-V def2-TZVPD def2/J DEFGRID3
* xyz 0 1
C -1.113 -1.550 0.042
C 1.045 1.365 0.172
C 1.046 0.201 -0.144
O 1.083 2.639 -0.155
O -1.525 -0.787 0.863
F 1.362 -1.036 0.040
H -1.076 -2.647 0.270
H -1.075 -1.347 -1.066
H 0.254 3.163 -0.023
*
```

Atom charges from the Löwdin analysis, given in e for atoms 1 to 5: C -0.20; C -0.14; C -0.14; O 0.05; O 0.01

---

It turns out (A) is the most stable, with the second structure 0.353 eV higher.

---

(A)
Here is a single C2H4O2Si molecule from OMol25. Energies are from ωB97M-V/def2-TZVPD.

Output
Highest occupied orbital energy, Ha: -0.259
HOMO-LUMO gap, hartree: 0.2013

The geometry in ORCA input format:
```
! RIJCOSX wB97M-V def2-TZVPD def2/J DEFGRID3
* xyz 0 1
C -0.615 -0.407 -0.444
C -0.044 0.894 0.296
O -2.009 -0.459 -0.182
O -0.327 2.017 -0.266
Si -3.360 0.077 0.143
H -0.143 -1.344 -0.225
H -0.285 -0.275 -1.522
H 1.092 0.595 0.482
H -0.623 0.853 1.184
*
```

Atom charges from the Löwdin analysis, given in e for atoms 1 to 5: C -0.20; C -0.55; O -0.47; O -0.24; Si 1.02

---

(B)
Here is a single C2H4O2Si molecule from OMol25. Energies are from ωB97M-V/def2-TZVPD.

Output
Highest occupied orbital energy (alpha / beta), Ha: -0.315 / -0.261
HOMO-LUMO gap (alpha / beta), hartree: 0.2924 / 0.2208

The geometry in ORCA input format:
```
! RIJCOSX wB97M-V def2-TZVPD def2/J DEFGRID3
* xyz 0 1
C 0.784 -0.583 0.038
C 1.816 0.332 -0.179
O -0.446 0.019 -0.100
O 2.989 0.177 0.044
Si -1.996 0.100 0.070
H 0.795 -1.552 0.329
H 1.435 1.152 -0.664
H -2.622 1.348 -0.147
H -2.754 -0.993 0.609
*
```

Atom charges from the Löwdin analysis, given in e for atoms 1 to 5: C -0.06; C -0.33; O -0.34; O 0.04; Si 0.71

---

It turns out (B) is the most stable, with the second structure 0.455 eV higher.

---

(A)
Here is 2 unconnected molecules or ions with the total composition CH6NO2 from OMol25. Energies are from ωB97M-V/def2-TZVPD.

Output
Highest occupied orbital energy, Ha: -0.565
HOMO-LUMO gap, hartree: 0.4198

The geometry in ORCA input format:
```
! RIJCOSX wB97M-V def2-TZVPD def2/J DEFGRID3
* xyz 1 1
N -0.144 -0.593 -2.594
H -1.029 -0.689 -2.098
H -0.052 0.391 -2.868
H 0.029 -1.294 -3.317
H 0.529 -0.792 -1.855
O 0.152 0.140 0.011
C 0.137 0.652 1.096
O -0.069 0.056 2.254
H 0.300 1.714 1.310
H 0.091 -0.888 2.234
*
```

Atom charges from the Löwdin analysis, given in e for atoms 1 to 5: N 0.31; H 0.15; H 0.17; H 0.16; H 0.12

---

(B)
Here is 2 unconnected molecules or ions with the total composition CH6NO2 from OMol25. Energies are from ωB97M-V/def2-TZVPD.

Output
Highest occupied orbital energy, Ha: -0.603
HOMO-LUMO gap, hartree: 0.4589

The geometry in ORCA input format:
```
! RIJCOSX wB97M-V def2-TZVPD def2/J DEFGRID3
* xyz 1 1
C 0.593 1.115 0.208
N -0.528 -1.535 -0.357
O 0.738 2.406 0.210
O -0.153 0.501 0.971
H 0.992 0.548 -0.570
H -0.689 -1.198 -1.335
H 0.364 -1.957 -0.281
H -0.445 -0.687 0.272
H 0.627 2.866 1.088
H -1.500 -2.059 -0.205
*
```

Atom charges from the Löwdin analysis, given in e for atoms 1 to 5: C -0.30; N 0.25; O 0.17; O 0.06; H 0.13

---

It turns out (A) is the most stable, with the second structure 0.800 eV higher.